[1]
DFT (wB97M-V/def2-TZVPD) results for C2FN3O3 in the gas phase at a distorted geometry.

Energy relative to the best compared isomer or geometry (same formula, charge and spin)   451.4 kJ/mol
F_max   0.041 hartree/bohr
LUMO level (spin up / spin down)   -1.60 / -1.60 eV

Structure (ORCA input):
```
! RIJCOSX wB97M-V def2-TZVPD def2/J DEFGRID3
* xyz 0 1
F 1.86 -0.68 1.65
O -0.67 2.03 -0.56
O 1.12 0.99 0.46
O 1.80 -0.95 -0.53
N -0.26 0.98 -0.12
N -2.77 -1.29 -0.67
N -1.92 -0.59 -0.51
C 1.59 -0.29 0.42
C -0.75 -0.19 -0.14
*
```

---

[2]
DFT (wB97M-V/def2-TZVPD) results for a 2-piece molecular cluster, C5H9F2N overall at a distorted geometry.

Energy relative to the best compared isomer or geometry (same formula, charge and spin)   538.0 kJ/mol
F_max   0.130 hartree/bohr
LUMO level   -0.07 eV

Structure (ORCA input):
```
! RIJCOSX wB97M-V def2-TZVPD def2/J DEFGRID3
* xyz 0 1
F 2.04 1.74 1.93
F 1.67 -1.44 -0.82
N -2.64 -0.79 -0.56
C -0.46 0.24 -0.02
C -1.29 -0.79 -0.93
C 1.73 -0.77 0.45
C 1.19 1.76 0.84
C 0.73 0.34 0.45
H -0.97 1.34 -0.08
H -1.51 -0.34 -2.02
H -3.35 -0.71 -1.84
H 2.87 -0.56 0.81
H 1.84 2.38 0.03
H 0.30 2.34 0.93
H -0.59 -1.82 -0.90
H -2.96 -1.45 0.36
H 1.39 -1.47 1.36
*
```

---

[3]
DFT (wB97M-V/def2-TZVPD) results for CH3Br2OP as an isolated structure at a distorted geometry.

Energy relative to the best compared isomer or geometry (same formula, charge and spin)   493.9 kJ/mol
F_max   0.059 hartree/bohr
LUMO level (spin up / spin down)   -2.77 / -2.77 eV

Structure (ORCA input):
```
! RIJCOSX wB97M-V def2-TZVPD def2/J DEFGRID3
* xyz 0 1
Br 0.25 2.95 -0.27
Br -0.08 0.77 -2.63
P -1.28 1.63 -1.03
O -1.08 -0.91 0.56
C 0.26 -1.13 0.76
H 0.83 -0.11 0.54
H 0.50 -1.24 1.85
H 0.60 -1.96 0.21
*
```

---

[4]
DFT (wB97M-V/def2-TZVPD) results for C25H31N3O4S in the gas phase.

Energy relative to the best compared isomer or geometry (same formula, charge and spin)   26.5 kJ/mol
F_max   0.019 hartree/bohr
SMILES   CC(=O)N1CCCc2cc(S(=O)(=O)N3CCC[C@H](C(=O)Nc4ccc(C)cc4C)C3)ccc21
LUMO level   0.51 eV

Structure (ORCA input):
```
! RIJCOSX wB97M-V def2-TZVPD def2/J DEFGRID3
* xyz 0 1
S 2.82 0.37 0.22
O -0.97 1.01 4.00
O 4.15 -0.13 0.04
O -0.21 -4.67 -2.65
O 2.59 1.79 0.05
N -1.02 -2.63 -3.21
N -0.03 1.86 2.12
N 2.20 0.03 1.73
C 1.41 0.89 3.84
C -3.39 2.78 -0.24
C -1.00 -4.00 -3.27
C -1.93 -0.23 -1.83
C 1.36 -0.55 4.39
C -0.11 -1.93 -2.39
C -3.48 1.82 0.76
C 1.21 -2.35 -2.29
C 0.01 1.25 3.32
C 0.39 -0.09 -0.94
C 0.20 3.95 0.19
C -1.07 3.18 0.38
C -2.86 -1.19 -2.55
C -2.38 1.52 1.56
C -2.18 3.44 -0.41
C 2.24 -1.34 2.17
C 2.53 0.95 2.80
C 2.11 -1.66 -1.50
C -2.10 -1.81 -3.73
C -2.03 -4.66 -4.18
C 1.17 -1.54 3.24
C 1.69 -0.53 -0.82
C -0.53 -0.77 -1.72
C -1.18 2.18 1.37
C -4.56 3.11 -1.11
H -1.66 -1.01 -4.34
H -3.75 -0.67 -2.90
H -4.41 1.30 0.92
H -5.10 3.96 -0.69
H 0.08 0.80 -0.42
H -3.17 -1.99 -1.87
H -2.31 0.01 -0.84
H 2.29 -0.77 4.92
H 3.14 -1.97 -1.41
H -3.04 -4.51 -3.79
H -2.10 4.20 -1.17
H 2.67 1.95 2.37
H 3.48 0.67 3.28
H -1.81 -5.72 -4.19
H 0.84 2.06 1.64
H 3.23 -1.60 2.56
H 2.03 -1.97 1.30
H -1.88 0.72 -2.38
H 1.54 -3.23 -2.82
H -5.26 2.27 -1.16
H 0.19 -1.38 2.80
H -2.76 -2.40 -4.35
H 0.07 4.70 -0.58
H 0.53 -0.63 5.09
H -4.25 3.37 -2.11
H 1.22 -2.56 3.62
H -1.96 -4.27 -5.19
H -2.47 0.78 2.33
H 1.63 1.58 4.66
H 0.48 4.45 1.12
H 1.03 3.30 -0.10
*
```

---

[5]
DFT (wB97M-V/def2-TZVPD) results for C3H9MnN3O14S2 as an isolated structure at a distorted geometry.

F_max   0.150 hartree/bohr
LUMO level (spin up / spin down)   6.86 / 6.81 eV

Structure (ORCA input):
```
! RIJCOSX wB97M-V def2-TZVPD def2/J DEFGRID3
* xyz -3 7
Mn 0.34 -0.40 0.16
S 3.43 0.57 0.43
S 0.07 -0.11 2.75
O 0.49 -2.37 -0.95
O -1.79 -0.66 -0.11
O 2.16 0.21 -0.18
O -3.03 0.70 -1.22
O -0.12 0.81 1.69
O -1.03 -0.23 3.69
O 4.45 0.91 -0.51
O 3.15 1.63 1.40
O 3.72 -0.53 1.35
O -0.04 1.51 -1.02
O -0.11 -4.42 -0.84
O 1.32 0.22 3.39
O 0.33 -1.30 1.95
O -1.42 3.02 -0.29
N -2.73 0.13 -0.18
N 0.24 -3.49 -1.47
N -0.30 2.61 -0.61
C 0.48 -3.66 -2.97
C -3.63 0.22 1.05
C 0.80 3.58 -0.39
H 1.13 3.47 0.64
H 1.63 3.28 -1.03
H -0.53 -3.53 -3.38
H 0.86 -4.65 -3.19
H 0.44 4.59 -0.64
H 1.22 -2.93 -3.29
H -3.23 -0.36 1.89
H -4.59 -0.11 0.67
H -3.73 1.29 1.22
*
```

---

[6]
DFT (wB97M-V/def2-TZVPD) results for C3H8N2O2S in the gas phase at a distorted geometry.

Energy relative to the best compared isomer or geometry (same formula, charge and spin)   241.6 kJ/mol
F_max   0.029 hartree/bohr
SMILES   COC/C(=N\S)NO
LUMO level   0.72 eV

Structure (ORCA input):
```
! RIJCOSX wB97M-V def2-TZVPD def2/J DEFGRID3
* xyz 0 1
S -0.11 -1.85 1.19
O -0.58 1.31 1.41
O 0.75 -0.39 -2.72
N 0.22 -1.11 -0.31
N 0.89 0.56 -1.70
C 0.51 0.13 -0.45
C 0.58 1.21 0.62
C -1.73 1.68 0.67
H 0.83 2.16 0.16
H 0.34 -1.16 -2.28
H -1.54 2.66 0.13
H 1.40 0.97 1.30
H -1.97 0.94 -0.06
H -2.55 1.77 1.38
H -0.44 -0.81 1.92
H 0.41 1.41 -2.00
*
```